[1]
The following is a quantum chemistry calculation of the molecule C2H5N3O in a non-equilibrium geometry, from OMol25.

The geometry in XYZ format:
```
11
Properties=species:S:1:pos:R:3:forces:R:3
C 0.49893 0.57969 -0.55403 2.108 -2.759 4.443
C 0.19181 -1.21078 1.05211 -6.116 -1.357 6.301
H 0.45457 2.83317 -1.18312 0.041 -1.825 -4.408
H 1.31732 0.99058 0.20138 -1.533 -0.532 -1.734
H -1.10640 -0.93956 -0.35650 4.237 0.702 -0.500
H 0.87580 -0.75872 1.86428 -0.333 -0.955 -2.047
H -1.65076 -2.10070 1.10098 -0.220 0.073 -0.542
N -0.01228 1.06027 -1.53557 -2.494 -2.871 -2.637
N 0.04452 -0.79706 -0.22280 -3.018 1.339 -0.649
N -0.93257 -1.81296 1.75592 6.079 1.929 -2.261
O 0.31906 2.15606 -2.12264 1.249 6.256 4.034
```
Forces are in eV/Å.

The SMILES is [H]/N=C\N/C=N/O. The calculation puts the highest occupied orbital energy at -0.3282 hartree. The energy above the lowest of the compared OMol25 structures with the same formula, charge and spin comes out at 623.3 kJ/mol. The calculation puts the LUMO energy at 0.010 Eh. The gap between HOMO and LUMO comes out at 9.2 eV.

---

[2]
The following is a quantum chemistry calculation of the molecule C2H5N3O, from OMol25.

The geometry in XYZ format:
```
11
Properties=species:S:1:pos:R:3:forces:R:3
N -2.11504 -0.07208 -0.06827 -0.057 -0.086 -0.044
C -0.85929 -0.60556 -0.14269 0.033 -0.191 -0.102
O -0.62388 -1.72242 -0.56965 -0.195 0.353 0.188
N 0.14174 0.23878 0.31682 -0.050 0.111 -0.164
C 1.48550 -0.02311 0.07777 0.214 0.373 0.101
N 2.25829 0.97381 0.21361 -0.302 0.012 -0.063
H -2.87343 -0.65183 -0.39036 0.123 0.138 0.079
H -2.30965 0.85039 0.28862 0.077 -0.267 -0.068
H -0.02582 1.23389 0.44041 -0.117 -0.342 0.054
H 1.68226 -1.07274 -0.19199 0.123 0.497 0.054
H 3.23932 0.85088 0.02573 0.152 -0.599 -0.036
```
Forces are in eV/Å.

The SMILES is [H]/N=C/NC(N)=O. The calculation puts the highest occupied orbital energy at -0.3592 hartree. The energy above the lowest of the compared OMol25 structures with the same formula, charge and spin comes out at 9.9 kJ/mol. The calculation puts the LUMO energy at 0.030 Eh. The gap between HOMO and LUMO comes out at 10.6 eV.